1.
The molecule C21H29N3O4S2, computed with the ωB97M-V functional and the def2-TZVPD basis.

Element x y z (Å)
C1 3.18978 1.00770 -3.21861
H1 2.96562 1.20892 -4.26245
H2 2.41964 1.46511 -2.60208
H3 4.13855 1.48282 -2.98022
C2 3.28957 -0.49151 -2.95618
H4 3.63831 -0.64861 -1.93213
H5 4.03469 -0.92226 -3.62723
C3 1.97589 -1.26832 -3.13673
N1 1.02849 -0.76682 -2.14221
C4 -0.22300 -1.20554 -1.96779
O1 -0.79396 -2.04607 -2.63367
C5 -0.90907 -0.53219 -0.76307
N2 -0.38627 -1.06953 0.48273
C6 0.68444 -0.47402 1.02941
O2 1.27762 0.43571 0.45645
C7 1.16739 -0.94208 2.39771
N3 1.90378 0.10615 3.05775
S1 0.92488 1.19821 3.87556
O3 1.79734 2.17660 4.44739
O4 0.08002 0.41861 4.73314
C8 -0.09304 1.95774 2.61537
C9 -1.38474 1.51079 2.43436
C10 -2.14426 2.02789 1.39872
C11 -1.61333 2.98897 0.54645
C12 -0.31235 3.43928 0.76276
C13 0.45104 2.92547 1.79374
H6 1.45953 3.26158 1.97403
H7 0.10310 4.19223 0.10937
C14 -2.41445 3.53392 -0.59590
H8 -1.98016 3.21937 -1.54468
H9 -2.41255 4.62205 -0.57688
H10 -3.44243 3.18434 -0.55463
H11 -3.15506 1.67663 1.25201
H12 -1.78155 0.77510 3.11477
H13 2.52790 0.59432 2.42799
H14 0.34577 -1.19632 3.06631
H15 1.81839 -1.81598 2.27437
C15 -1.04778 -2.25455 1.01182
C16 -2.17570 -1.91128 1.93563
C17 -3.40308 -1.41070 1.61714
C18 -4.20758 -1.16050 2.74973
C19 -3.58369 -1.48032 3.91228
S2 -2.00298 -2.09015 3.65336
H16 -3.95548 -1.39674 4.91383
H17 -5.20637 -0.76604 2.69795
H18 -3.73569 -1.23828 0.60910
H19 -1.42643 -2.81470 0.15085
H20 -0.31839 -2.87939 1.52973
H21 -1.97991 -0.72421 -0.80980
H22 -0.72501 0.54448 -0.77634
H23 1.38898 -0.12089 -1.44891
C20 2.22921 -2.75899 -2.87990
H24 2.91910 -3.15720 -3.61857
H25 1.29235 -3.30503 -2.94634
H26 2.65308 -2.90731 -1.88853
C21 1.38849 -1.08118 -4.53718
H27 1.09517 -0.04722 -4.69557
H28 0.50700 -1.70622 -4.64630
H29 2.11922 -1.36384 -5.28992

The multiplicity is 1. The value obtained for the HOMO energy is -9.26 eV. Its SMILES is CCC(C)(C)NC(=O)CN(Cc1cccs1)C(=O)CNS(=O)(=O)c1ccc(C)cc1. As for the HOMO-LUMO gap: 9.742 eV. The value obtained for the LUMO energy is 0.48 eV. The relative energy (zero: lowest compared OMol25 entry of this formula, charge and spin) is 7.7 kcal/mol.

Atomic partial charges in e from the Mulliken method, atoms 1 to 2: -1.204 0.340

=====

2.
The molecule C21H29N5O2, computed with the ωB97M-V functional and the def2-TZVPD basis.

Element x y z (Å)
O1 0.37963 1.81204 0.76180
C1 0.60444 1.12668 -0.20114
N1 1.79975 0.47226 -0.43087
C2 1.86823 -0.15697 -1.65209
O2 2.83666 -0.74421 -2.06657
C3 0.54580 0.04727 -2.36007
H1 0.12963 -0.92040 -2.64568
C4 -0.30129 0.86937 -1.38405
H2 -1.22045 0.39473 -1.03573
C5 -0.58664 2.16473 -2.16340
H3 -0.90507 2.98392 -1.52207
C6 0.72156 2.35692 -2.93182
H4 0.66917 3.16468 -3.65926
H5 1.58669 2.51020 -2.28852
C7 0.67653 0.97468 -3.58322
H6 1.50768 0.70975 -4.23382
C8 -0.69031 1.01028 -4.27726
H7 -1.08230 0.01013 -4.45647
H8 -0.61092 1.51620 -5.23938
C9 -1.56336 1.81797 -3.29293
H9 -2.41332 1.24424 -2.92669
H10 -1.94443 2.72644 -3.75921
C10 2.92103 0.55557 0.48258
C11 2.69486 -0.19943 1.79307
H11 1.67506 -0.01446 2.13026
C12 2.94196 -1.70555 1.70926
H12 3.02117 -2.09660 2.72575
H13 3.89579 -1.89706 1.21352
C13 1.85257 -2.46740 0.94983
N2 0.51930 -2.07417 1.35865
C14 -0.49525 -2.47873 0.40514
H14 -0.43428 -3.55967 0.17618
C15 -1.89430 -2.15610 0.96893
N3 -1.79610 -1.18278 2.02298
C16 -2.12271 0.11132 1.84412
N4 -1.89183 0.94691 2.86669
C17 -2.23825 2.20418 2.69966
C18 -2.84979 2.66877 1.54268
C19 -3.05698 1.72243 0.55432
N5 -2.69963 0.45753 0.68259
H15 -3.52339 1.97846 -0.39063
H16 -3.13654 3.69884 1.41854
H17 -2.02304 2.86158 3.53300
C20 -1.01824 -1.60552 3.16423
H18 -0.64612 -0.70384 3.65153
C21 0.13886 -2.50015 2.69123
H19 -0.16022 -3.56418 2.70150
H20 0.98216 -2.38523 3.37013
H21 -1.65647 -2.15025 3.87139
H22 -2.54836 -1.75964 0.19364
H23 -2.34841 -3.06122 1.38771
H24 -0.31862 -1.92893 -0.52142
H25 1.94540 -2.25185 -0.11610
H26 2.01573 -3.55358 1.07819
H27 3.37942 0.22013 2.53255
H28 3.07647 1.61557 0.70783
H29 3.79109 0.16417 -0.05110

The multiplicity is 1. The value obtained for the HOMO energy is -8.05 eV. Its SMILES is O=C1[C@@H]2[C@H]3CC[C@H](C3)[C@@H]2C(=O)N1CCCCN1CCN(c2ncccn2)CC1. As for the HOMO-LUMO gap: 8.874 eV. The value obtained for the LUMO energy is 0.83 eV. The relative energy (zero: lowest compared OMol25 entry of this formula, charge and spin) is 10.8 kcal/mol.

Atomic partial charges in e from the Mulliken method, atoms 1 to 2: -0.680 -0.623

=====

3.
The molecule C21H29N5O3S2 in a non-equilibrium geometry, computed with the ωB97M-V functional and the def2-TZVPD basis.

Element x y z (Å)
C1 4.31230 2.07988 0.59498
C2 4.43257 1.34129 -0.73244
H1 3.52353 1.49888 -1.31986
H2 5.26823 1.75327 -1.30238
C3 4.65678 -0.17777 -0.58353
C4 3.39200 -0.80575 -0.04303
O1 3.03380 -0.75764 1.11401
N1 2.62022 -1.43862 -0.98384
C5 1.44069 -2.04954 -0.65729
N2 0.67007 -2.61790 -1.52013
N3 -0.41743 -3.15630 -0.97723
C6 -0.48381 -3.00381 0.30565
S1 -1.77538 -3.55670 1.31063
C7 -3.02011 -4.08458 0.07320
H3 -3.35853 -5.06970 0.39281
H4 -2.52309 -4.14176 -0.89002
C8 -4.21354 -3.13860 0.14553
O2 -5.18978 -3.45245 0.80122
N4 -4.13990 -1.96732 -0.51828
C9 -3.04176 -1.44555 -1.29541
H5 -2.31902 -2.21734 -1.55124
C10 -2.35124 -0.31695 -0.52030
N5 -3.32807 0.71340 -0.25752
C11 -2.92473 2.03570 -0.03326
C12 -3.84562 3.04226 -0.31354
C13 -3.53600 4.37999 -0.15972
C14 -2.27264 4.74018 0.26514
C15 -1.33523 3.76060 0.54799
C16 -1.64312 2.41284 0.42181
O3 -0.76152 1.40968 0.73874
C17 0.52723 1.75282 1.18337
H6 1.07791 2.31843 0.42382
H7 1.03633 0.80788 1.37050
H8 0.49459 2.32965 2.11307
H9 -0.35925 4.06213 0.89414
H10 -2.00730 5.77966 0.38370
H11 -4.27520 5.13406 -0.38296
H12 -4.82328 2.75616 -0.67116
C18 -4.43808 0.20184 0.52331
C19 -5.12116 -0.93679 -0.23956
H13 -5.92074 -1.37704 0.35712
H14 -5.52538 -0.56504 -1.18569
H15 -5.15152 1.00228 0.71672
H16 -4.08446 -0.19068 1.49212
H17 -1.54604 0.09448 -1.12812
H18 -1.92357 -0.72367 0.40803
H19 -3.45643 -1.03327 -2.22211
S2 0.87389 -2.12204 0.99746
H20 2.89002 -1.47984 -1.95629
H21 4.85638 -0.58642 -1.58058
C20 5.83534 -0.51831 0.33445
C21 6.19757 -1.99620 0.24764
H22 6.46982 -2.27091 -0.76998
H23 7.04066 -2.21595 0.89743
H24 5.35800 -2.61374 0.55982
H25 5.56378 -0.27550 1.36157
H26 6.69584 0.08903 0.04801
H27 3.59125 1.59047 1.24381
H28 5.26989 2.11481 1.10665
H29 3.98420 3.10198 0.42108

The multiplicity is 1. The value obtained for the HOMO energy is -7.69 eV. Its SMILES is CCC(CC)C(=O)Nc1nnc(SCC(=O)N2CCN(c3ccccc3OC)CC2)s1. As for the HOMO-LUMO gap: 8.167 eV. The value obtained for the LUMO energy is 0.48 eV. The relative energy (zero: lowest compared OMol25 entry of this formula, charge and spin) is 49.3 kcal/mol.

Atomic partial charges in e from the Mulliken method, atoms 1 to 2: -1.201 -0.872